[1]
{
  "formula": "C3H6Cl2S2",
  "method": "ωB97M-V/def2-TZVPD",
  "symbols": ["S", "C", "Cl", "H", "S", "C", "C", "Cl", "H", "H", "H", "H", "H"],
  "xyz": [[-2.71398, 4.03965, 1.37627], [-1.25306, 3.54068, 0.97501], [0.31956, 3.71973, 1.96438], [-0.94164, 3.12395, 0.00034], [1.89540, -0.43104, 1.31031], [1.12237, 0.17033, -0.26813], [-0.40510, 0.31913, -0.08117], [-1.26807, -1.18667, -0.58915], [1.90290, -1.76630, 1.26672], [1.53298, -0.36530, -1.17386], [1.48146, 1.24359, -0.37152], [-0.33641, 0.66033, 0.99493], [-0.88242, 1.11967, -0.65093]],
  "smiles": "S=CCl.SCCCl",
  "orbital_gap_ev": 8.427
}

---

[2]
{
  "formula": "C28H35HgO5SSb",
  "method": "ωB97M-V/def2-TZVPD",
  "symbols": ["Hg", "C", "C", "O", "C", "C", "O", "C", "C", "O", "C", "C", "O", "C", "C", "O", "H", "H", "H", "H", "H", "H", "H", "H", "H", "H", "H", "H", "H", "H", "H", "H", "H", "H", "H", "H", "S", "Sb", "C", "C", "C", "C", "C", "C", "C", "C", "C", "C", "C", "C", "C", "C", "C", "C", "C", "C", "H", "H", "H", "H", "H", "H", "H", "H", "H", "H", "H", "H", "H", "H", "H"],
  "xyz": [[0.11976, 0.67301, 1.74027], [-1.52803, -2.53963, 1.72827], [-0.23770, -2.99478, 2.35242], [0.81295, -2.12855, 1.95396], [2.04795, -2.44694, 2.55941], [2.94740, -1.22819, 2.60978], [2.40999, -0.08989, 3.26433], [2.42850, -0.07868, 4.68219], [1.27789, -0.82724, 5.34828], [0.03099, -0.60994, 4.72828], [-0.70679, 0.49792, 5.22142], [-2.12590, 0.38281, 4.72642], [-2.22749, 0.95734, 3.42952], [-3.35979, 0.53489, 2.69486], [-3.20750, -0.89185, 2.11004], [-1.89583, -1.33438, 2.37429], [-1.40323, -2.37068, 0.65415], [-2.29181, -3.31045, 1.88190], [-0.34866, -2.95416, 3.44173], [-0.02246, -4.02571, 2.04831], [1.88473, -2.84498, 3.56458], [2.56358, -3.22186, 1.97832], [3.88844, -1.52581, 3.08628], [3.15052, -0.89476, 1.59072], [3.37771, -0.48814, 5.04701], [2.38552, 0.97654, 4.95533], [1.45328, -1.90222, 5.32001], [1.25183, -0.52960, 6.40367], [-0.70421, 0.48765, 6.31697], [-0.27889, 1.44885, 4.87918], [-2.39223, -0.67628, 4.70432], [-2.80509, 0.90931, 5.40568], [-4.25495, 0.59805, 3.31971], [-3.45717, 1.25398, 1.88298], [-3.92961, -1.58288, 2.55907], [-3.39506, -0.86843, 1.03072], [-0.62129, -0.24431, -0.79117], [0.05611, 0.75071, -2.75609], [2.14629, 0.69369, -2.96252], [2.87436, 1.84687, -3.22696], [4.26113, 1.77933, -3.24766], [4.90338, 0.57194, -3.01038], [4.16682, -0.57973, -2.75990], [2.78126, -0.52343, -2.72878], [-0.88871, -0.59502, -4.07420], [-2.27034, -0.72059, -3.96363], [-2.91040, -1.76745, -4.60953], [-2.17068, -2.68487, -5.34630], [-0.79456, -2.54989, -5.45628], [-0.14322, -1.50380, -4.81499], [-0.69474, 2.71183, -2.88273], [-0.80224, 3.36217, -4.10840], [-1.31203, 4.65204, -4.14471], [-1.70626, 5.27837, -2.96957], [-1.59815, 4.62004, -1.75160], [-1.09083, 3.32918, -1.70228], [2.37707, 2.79321, -3.40476], [4.83970, 2.67416, -3.43497], [5.98446, 0.52884, -3.01020], [4.67207, -1.51834, -2.57354], [2.20323, -1.41182, -2.50113], [-2.84410, -0.02044, -3.36789], [-3.98316, -1.87582, -4.51950], [-2.66867, -3.51673, -5.82692], [-0.22277, -3.26944, -6.02757], [0.93284, -1.40559, -4.89742], [-0.50347, 2.87417, -5.02873], [-1.40576, 5.16742, -5.09143], [-2.09731, 6.28659, -3.00414], [-1.91314, 5.11067, -0.84001], [-1.01555, 2.80170, -0.75849]],
  "orbital_gap_ev": [8.080, 7.225],
  "total_charge": 1,
  "multiplicity": 2
}

---

[3]
{
  "formula": "CHClNOP",
  "method": "ωB97M-V/def2-TZVPD",
  "symbols": ["C", "N", "O", "P", "Cl", "H"],
  "xyz": [[-1.41524, 1.92760, -0.14628], [-0.60822, -0.48196, -0.38278], [-0.69686, 2.81622, -0.08501], [-1.64018, 0.28963, 0.57891], [-3.28639, -0.52856, -0.16434], [0.32712, -0.34241, -0.09519]],
  "orbital_gap_ev": [7.816, 7.813]
}

---

[4]
{
  "formula": "C2H4ClFN2",
  "method": "ωB97M-V/def2-TZVPD",
  "symbols": ["H", "N", "C", "N", "C", "F", "Cl", "H", "H", "H"],
  "xyz": [[1.92176, -0.63416, -1.09622], [1.24597, 0.20181, -0.97434], [0.35288, -0.06375, -0.13526], [0.00493, -1.23427, 0.55202], [-0.61933, 1.03796, 0.06769], [-1.92157, 0.60163, 0.12048], [-0.30896, 1.90350, 1.57487], [0.74433, -2.01451, 0.44178], [-0.84144, -1.58929, 0.16878], [-0.57857, 1.79108, -0.71981]],
  "smiles": "[H]/N=C(\\N)[C@@H](F)Cl",
  "orbital_gap_ev": 11.077
}

---

[5]
{
  "formula": "C33H31N5O3RhS4",
  "method": "ωB97M-V/def2-TZVPD",
  "symbols": ["Rh", "C", "S", "C", "S", "N", "N", "C", "C", "C", "C", "C", "C", "N", "H", "H", "H", "H", "H", "H", "H", "H", "S", "C", "N", "C", "C", "N", "C", "C", "C", "C", "C", "C", "C", "C", "S", "C", "C", "C", "C", "C", "C", "C", "H", "H", "H", "H", "H", "H", "H", "H", "H", "H", "H", "H", "H", "H", "H", "H", "H", "H", "O", "C", "C", "C", "C", "C", "C", "C", "O", "O", "H", "H", "H", "H", "H"],
  "xyz": [[-0.22888, -1.39792, 0.23861], [4.26920, -2.67506, 3.28624], [3.17528, -1.32747, 3.66242], [1.90857, -1.70050, 2.63263], [0.89770, -0.34654, 2.20492], [1.83376, -2.89955, 2.07408], [0.73063, -2.99889, 1.23480], [0.56024, -4.21096, 0.86030], [-0.46183, -4.44871, -0.17621], [-0.72248, -5.71746, -0.61510], [-1.62426, -5.93234, -1.64482], [-2.22047, -4.86754, -2.31054], [-1.87753, -3.56169, -1.72146], [-1.04886, -3.36063, -0.77132], [5.14597, -2.51402, 3.85264], [4.55304, -2.73281, 2.26895], [3.76994, -3.62633, 3.63470], [1.00417, -4.99484, 1.38547], [-0.32292, -6.53930, -0.07359], [-1.86042, -6.99329, -1.85713], [-3.02552, -5.04606, -3.05493], [-2.25360, -2.63389, -2.16461], [1.37300, -1.08781, -1.30232], [1.28296, 0.61413, -1.62529], [2.29657, 1.22610, -2.28240], [1.95064, 2.60167, -2.87579], [1.17487, 3.43291, -1.82323], [-0.03067, 2.63005, -1.46174], [-1.25359, 3.44453, -1.22757], [-1.85058, 3.91701, -2.49958], [-2.19030, 5.27089, -2.64575], [-2.77338, 5.64101, -3.85444], [-3.00752, 4.84005, -4.90385], [-2.52116, 3.53462, -4.75923], [-1.95865, 3.03965, -3.62271], [0.06436, 1.35214, -1.23044], [-1.24785, 0.55285, -0.47091], [3.69039, 1.02330, -1.89253], [4.04334, 2.06407, -0.87116], [3.56466, 1.89970, 0.43719], [3.69918, 2.93577, 1.33491], [4.19658, 4.13980, 0.91531], [4.59095, 4.32971, -0.38276], [4.47461, 3.33514, -1.30344], [1.37300, 2.28381, -3.76272], [2.91720, 2.97894, -3.13164], [0.81739, 4.29043, -2.36808], [1.86003, 3.61344, -1.02356], [-1.01654, 4.32938, -0.54794], [-2.07176, 2.88917, -0.70530], [-2.03506, 5.94013, -1.80707], [-3.05073, 6.72327, -3.91823], [-3.27192, 5.28103, -5.80682], [-2.56298, 2.91495, -5.71467], [-1.69882, 1.97694, -3.51448], [4.29612, 1.18843, -2.75250], [3.75595, 0.01052, -1.54386], [3.07425, 0.99334, 0.74935], [3.30505, 2.89344, 2.37580], [4.30995, 4.91869, 1.65334], [4.95633, 5.38081, -0.72416], [4.93659, 3.40712, -2.26279], [-4.59295, -1.38156, 2.51162], [-4.12232, -2.36154, 3.35588], [-4.99879, -3.03856, 4.18352], [-4.51741, -3.92181, 5.17020], [-3.19258, -4.06359, 5.36133], [-2.27273, -3.36514, 4.59934], [-2.73952, -2.54860, 3.55610], [-1.71475, -1.74852, 2.82679], [-0.80542, -1.26729, 3.55979], [-1.82249, -1.62343, 1.59539], [-5.53149, -1.46229, 2.45014], [-6.02906, -2.82746, 4.12132], [-5.08355, -4.49317, 5.91460], [-2.98753, -4.74025, 6.19150], [-1.25357, -3.38210, 4.80948]],
  "orbital_gap_ev": [5.917, 5.761],
  "total_charge": 1,
  "multiplicity": 5
}

---

[6]
{
  "formula": "C10H11N",
  "method": "ωB97M-V/def2-TZVPD",
  "symbols": ["C", "C", "C", "C", "C", "C", "C", "C", "C", "C", "N", "H", "H", "H", "H", "H", "H", "H", "H", "H", "H", "H"],
  "xyz": [[-0.73158, -0.88188, -2.79935], [0.24292, -0.09019, -2.09295], [-1.70246, -1.61319, -2.37684], [0.52195, -0.33738, -0.84022], [0.66805, -1.00892, 0.24395], [0.48025, 2.98060, 1.35863], [-2.50926, -2.52106, -1.83633], [0.98733, -1.29508, 1.54565], [-0.15784, 3.15573, 2.65808], [1.90973, -0.22789, 2.11972], [0.93948, 2.62703, 0.39304], [-0.72566, -0.60562, -3.87332], [0.67175, 0.74660, -2.61831], [-3.62664, -2.22047, -1.73397], [-2.30625, -3.48302, -1.66986], [0.63229, -2.10346, 2.14736], [0.07020, 4.12798, 3.15159], [0.20138, 2.17879, 3.13416], [-1.21704, 3.13911, 2.62303], [2.93582, -0.73005, 2.17834], [1.73586, -0.04112, 3.20704], [1.86560, 0.56818, 1.39351]],
  "orbital_gap_ev": [6.393, 7.283],
  "multiplicity": 3
}